Density functional theory data (ωB97M-V/def2-TZVPD) for a cluster of 2 separate species, C2H3ClS in total.

Total energy, Ha: -936.2152
Multiplicity: 1
LUMO (alpha / beta), eV: -2.26 / -2.26
ΔE to the lowest compared entry with this formula, charge and spin, eV: 3.854
HOMO (alpha / beta), Ha: -0.3437 / -0.3437
Kohn-Sham gap (alpha / beta), eV: 7.09 / 7.10

Last column: Löwdin charge in e.
Atoms and positions in Å:
C 1.28543 0.00928 -0.27466  -0.12
C 0.11120 -0.45447 0.10689  -0.76
S -2.53672 0.32705 0.05869  0.36
Cl -0.26290 -1.97615 0.62644  0.63
H 2.30706 -0.54492 -0.41620  0.11
H 1.12081 1.14416 -0.50109  0.09
H -2.02488 1.49505 0.39993  -0.32

Cartesian forces (eV/Å) of the 2 atoms listed first:
C -0.513 2.586 -0.659
C -0.892 -0.447 -0.341

Density functional theory data (ωB97M-V/def2-TZVPD) for a cluster of 2 separate species, C2H3ClSi in total.

Total energy, Ha: -827.5799
Multiplicity: 1
LUMO, eV: -0.85
ΔE to the lowest compared entry with this formula, charge and spin, eV: 2.249
HOMO, Ha: -0.3344
Kohn-Sham gap, eV: 8.24

Last column: Löwdin charge in e.
Atoms and positions in Å:
C -0.75572 1.30351 0.94288  -0.03
C -0.95729 1.71509 -0.15242  -0.02
Si 1.69246 -1.66827 -1.14923  0.24
Cl 1.51747 -2.73416 0.61850  -0.01
H -0.45592 1.19119 2.02143  0.05
H -1.23885 1.80389 -1.15124  0.00
H 0.19786 -1.61124 -1.12992  -0.24

Cartesian forces (eV/Å) of the 2 atoms listed first:
C 1.148 0.102 3.435
C -0.305 -0.485 -0.563